{
  "formula": "C16H33N2O5P",
  "method": "wB97M-V/def2-TZVPD",
  "species": ["C", "C", "N", "C", "C", "C", "C", "C", "C", "O", "C", "O", "C", "O", "C", "P", "C", "C", "C", "C", "H", "H", "H", "H", "H", "H", "H", "H", "H", "H", "H", "H", "H", "H", "H", "H", "H", "H", "H", "H", "H", "H", "H", "H", "H", "H", "H", "H", "H", "H", "C", "N", "O", "O", "H", "H", "H"],
  "positions_angstrom": [[2.71679, 3.27728, 1.28490], [2.18662, 3.09899, -0.13416], [0.76819, 2.72242, -0.14012], [0.47829, 1.31252, -0.44237], [-0.95681, 1.04732, 0.04389], [-2.11251, 1.81344, -0.57803], [-3.26659, 0.91298, -1.03354], [-4.28259, 0.55103, 0.05018], [-3.67685, -0.12545, 1.26271], [-4.68214, -0.82805, 1.96520], [-4.16029, -1.55244, 3.06397], [-0.79985, 1.22549, 1.48216], [0.31725, 0.51079, 1.79054], [0.55314, 0.03459, 2.88926], [1.19654, 0.38413, 0.52421], [1.60907, -1.29538, -0.11828], [0.14435, -2.09897, -0.89265], [0.60548, -2.81337, -2.17838], [2.15935, -2.30462, 1.31188], [1.08583, -3.11658, 2.07967], [2.03894, 3.90576, 1.85155], [3.69929, 3.74715, 1.25726], [2.83077, 2.33616, 1.81726], [2.79839, 2.39358, -0.69900], [2.25544, 4.07788, -0.60383], [0.25579, 3.29251, -0.79334], [0.63942, 1.15818, -1.51126], [-1.18067, -0.01218, -0.03647], [-2.48631, 2.56140, 0.11838], [-1.73034, 2.33874, -1.45245], [-2.88930, 0.01888, -1.52984], [-3.81582, 1.45746, -1.80142], [-4.82459, 1.45001, 0.33473], [-4.99566, -0.14946, -0.38333], [-2.91097, -0.83855, 0.93912], [-3.21343, 0.62011, 1.91004], [-3.14023, -1.24529, 3.29867], [-4.76700, -1.36457, 3.94430], [-4.13042, -2.61640, 2.83325], [2.17775, 0.76238, 0.80323], [-0.62550, -1.38648, -1.16779], [-0.32054, -2.85146, -0.25695], [0.99172, -2.07494, -2.87451], [1.39228, -3.52484, -1.94961], [-0.23362, -3.30798, -2.66003], [2.64740, -1.63876, 2.01734], [2.90626, -2.99184, 0.92897], [1.04751, -2.79967, 3.11729], [1.33199, -4.17397, 2.06802], [0.08589, -2.98970, 1.68033], [3.95172, 0.22421, -2.91091], [2.86655, 0.06092, -3.91061], [2.81800, -0.97087, -4.53739], [2.08401, 0.98139, -4.01946], [4.55777, -0.67296, -2.90587], [4.53479, 1.09464, -3.19791], [3.46945, 0.37244, -1.94886]],
  "forces_ev_per_a": [[0.3, -0.2, -0.2], [-0.5, 0.4, 0.4], [0.3, -0.4, 0.0], [-0.5, 0.7, 0.2], [0.0, 0.0, 0.1], [0.2, 0.0, 0.1], [-0.3, 0.4, 0.0], [0.2, -0.4, -0.2], [-0.2, 0.0, -0.1], [0.0, 0.2, 0.1], [0.2, 0.1, -0.1], [0.0, -0.7, 0.3], [0.4, -0.6, 1.0], [-0.4, 1.0, -1.6], [-0.3, 0.1, 1.1], [1.0, 0.3, -1.2], [0.0, -0.6, -0.2], [-0.1, 0.5, 0.3], [-1.0, -0.4, 0.5], [0.3, 0.2, 0.2], [-0.1, 0.1, 0.1], [0.1, 0.1, 0.0], [-0.1, -0.1, 0.1], [0.1, 0.0, -0.2], [0.1, 0.0, -0.3], [0.0, 0.1, -0.1], [0.0, -0.7, -0.1], [0.0, -0.1, -0.4], [0.1, 0.2, 0.1], [0.0, 0.2, -0.1], [0.2, -0.2, 0.1], [0.0, 0.0, -0.1], [-0.1, 0.1, 0.2], [-0.2, 0.0, 0.0], [0.2, -0.1, 0.0], [0.2, -0.1, 0.1], [0.1, 0.1, 0.0], [-0.2, -0.1, 0.1], [-0.1, -0.2, 0.0], [0.1, -0.1, 0.0], [0.0, 0.2, 0.1], [-0.1, 0.2, 0.2], [0.2, 0.0, -0.2], [0.1, -0.2, -0.1], [0.0, -0.2, 0.0], [0.2, 0.2, -0.1], [0.2, 0.1, -0.1], [0.0, 0.0, 0.1], [-0.1, -0.2, 0.0], [-0.1, 0.0, 0.0], [0.2, 0.0, 0.1], [0.1, 0.0, 0.2], [0.0, -0.2, -0.2], [-0.2, 0.2, 0.0], [0.0, 0.0, 0.0], [-0.1, 0.1, 0.0], [0.0, 0.0, 0.0]],
  "nbo_charge": [-0.611, -0.222, -0.642, -0.071, 0.097, -0.431, -0.385, -0.416, -0.061, -0.548, -0.252, -0.504, 0.810, -0.581, -0.656, 0.789, -0.725, -0.596, -0.716, -0.614, 0.221, 0.206, 0.197, 0.166, 0.199, 0.366, 0.209, 0.185, 0.232, 0.209, 0.194, 0.213, 0.203, 0.218, 0.147, 0.182, 0.177, 0.186, 0.172, 0.266, 0.223, 0.223, 0.213, 0.205, 0.210, 0.251, 0.231, 0.228, 0.207, 0.200, -0.488, 0.539, -0.367, -0.396, 0.232, 0.230, 0.243],
  "spin_multiplicity": 1,
  "e_homo_ev": -8.29,
  "molar_mass_g_mol": 364.4
}

***

{
  "formula": "C4H5N3O",
  "method": "wB97M-V/def2-TZVPD",
  "species": ["C", "C", "C", "C", "H", "H", "H", "H", "H", "N", "N", "N", "O"],
  "positions_angstrom": [[-0.05584, 1.22509, 0.23834], [-1.11066, -0.81488, -0.37121], [-0.02693, -1.61013, -0.49403], [1.56174, -0.48431, 0.35603], [0.63361, 3.01029, 0.42803], [-2.02138, 1.24072, -0.46349], [-2.41899, -1.30910, 0.00778], [-0.33770, -2.66631, -0.20861], [2.63494, -0.73052, 0.74501], [-0.25025, 2.54159, 0.11626], [-1.06717, 0.66558, -0.57238], [1.06692, 0.61616, 0.80508], [1.39170, -1.68418, -0.58680]],
  "forces_ev_per_a": [[-2.4, 5.5, -2.5], [-2.7, 1.3, -0.1], [-3.1, -5.1, 0.9], [5.4, -1.1, 0.9], [-1.1, -0.2, 0.2], [3.1, -1.9, -0.4], [4.7, 1.3, -1.5], [0.3, 1.2, -0.6], [-2.1, 0.5, -0.3], [3.2, -1.9, 1.7], [-1.9, -3.4, 2.0], [-0.5, -2.3, -2.4], [-2.9, 6.1, 2.0]],
  "nbo_charge": [0.510, -0.068, -0.012, 0.443, 0.335, 0.438, 0.236, 0.195, 0.180, -0.670, -0.648, -0.481, -0.457],
  "spin_multiplicity": 1,
  "relative_energy_kcal_mol": 157.37,
  "e_homo_ev": -8.77,
  "molar_mass_g_mol": 111.1
}

***

{
  "formula": "C3H7N3O2",
  "method": "wB97M-V/def2-TZVPD",
  "species": ["H", "N", "C", "C", "C", "N", "O", "N", "O", "H", "H", "H", "H", "H", "H"],
  "positions_angstrom": [[1.35204, 1.87209, -0.60979], [0.42737, 1.42710, -0.56436], [0.55234, 0.18145, -0.45759], [-0.22365, -0.95297, -0.09592], [-1.84347, -0.33196, 0.43606], [-2.34704, 0.78161, -0.14751], [-2.47416, -1.01260, 1.21973], [2.12898, -0.50559, -0.43964], [2.93024, -0.12542, 0.65879], [-0.45781, -1.59359, -0.94389], [0.13048, -1.47242, 0.79386], [-3.26100, 1.10831, 0.14245], [-1.69052, 1.46755, -0.50789], [2.22044, -1.51683, -0.54905], [2.55576, 0.67325, 1.06476]],
  "forces_ev_per_a": [[-0.3, -0.1, -0.4], [0.2, -1.0, 0.3], [5.8, -0.9, 0.9], [-5.7, 1.4, 0.9], [0.8, -2.0, -0.1], [0.8, 0.3, -0.4], [0.7, 0.3, -0.5], [-2.1, 2.5, -1.8], [0.2, 0.1, 0.8], [0.1, -0.2, 0.1], [0.1, 0.1, -0.3], [0.3, -0.3, 0.2], [-0.2, -0.2, 0.0], [-0.6, 0.3, 0.6], [-0.1, -0.3, -0.3]],
  "nbo_charge": [0.380, -0.669, 0.475, -0.576, 0.702, -0.848, -0.609, -0.442, -0.581, 0.263, 0.267, 0.405, 0.423, 0.352, 0.458],
  "spin_multiplicity": 1,
  "relative_energy_kcal_mol": 118.01,
  "e_homo_ev": -8.33,
  "molar_mass_g_mol": 117.1
}

***

{
  "formula": "C5H9NO",
  "method": "wB97M-V/def2-TZVPD",
  "species": ["O", "C", "N", "C", "C", "C", "C", "H", "H", "H", "H", "H", "H", "H", "H", "H"],
  "positions_angstrom": [[0.85145, 2.11216, -0.77063], [1.10959, 0.94851, -0.94221], [1.30789, -0.21609, -0.00462], [0.50303, 0.26859, 1.44231], [-0.94535, 0.01959, 1.15265], [-1.19205, -0.34394, -0.49281], [0.24263, -0.95446, -0.91938], [1.48748, 0.64046, -1.91318], [0.97894, 1.28679, 1.52194], [0.96658, -0.41230, 2.18972], [-1.27994, -0.80854, 1.74124], [-1.62451, 0.83716, 1.38150], [-2.05614, -0.94529, -0.60927], [-1.33591, 0.54745, -1.05567], [0.41004, -2.01034, -0.77685], [0.57629, -0.96975, -1.94474]],
  "forces_ev_per_a": [[-0.6, -0.8, 0.8], [3.2, 0.6, 1.2], [-3.9, 2.8, -1.3], [3.3, -0.9, -2.9], [-1.1, 0.1, -2.5], [3.4, -0.2, 2.3], [-0.6, -1.2, 2.6], [0.0, -0.1, -0.5], [-1.3, -0.9, 0.2], [-0.6, 0.5, -0.5], [-0.2, -0.7, 0.2], [0.2, 0.3, 0.1], [-0.6, -0.9, -0.1], [-0.2, 0.9, -0.2], [-0.7, -0.6, 1.1], [-0.4, 1.0, -0.5]],
  "nbo_charge": [-0.569, 0.516, -0.430, -0.238, -0.438, -0.398, -0.294, 0.109, 0.236, 0.211, 0.210, 0.226, 0.218, 0.210, 0.211, 0.219],
  "spin_multiplicity": 1,
  "relative_energy_kcal_mol": 76.56,
  "e_homo_ev": -9.81,
  "molar_mass_g_mol": 99.1
}

***

One value per record, in order, for LUMO: 0.0110, 0.0033, 0.0256, 0.0377 Eh.
One value per record, in order, for E_tot: -1456.37305, -394.71678, -433.13470, -325.81555 Ha.